[1]
An isolated molecule of C33H46ClFN2O3 at a distorted geometry, computed with ωB97M-V with the def2-TZVPD basis set.

CARTESIAN COORDINATES (ANGSTROEM)
1 C 8.9763 1.2849 1.3707
2 C 8.6145 1.9939 0.1879
3 C 8.1819 2.8240 -1.1973
4 C 6.6534 2.4158 -1.6256
5 C 6.5866 1.1991 -2.7717
6 C 5.1501 0.4104 -2.4421
7 N 4.0072 1.2829 -2.0077
8 C 2.7568 0.5213 -1.6746
9 C 1.4620 1.4214 -1.1323
10 C 1.6785 3.0771 -1.0326
11 C 1.3211 3.8061 -2.4940
12 C 0.8221 2.6733 -3.5788
13 F 0.1858 4.7556 -2.3074
14 C 0.0114 0.7302 -0.6684
15 C -1.1951 1.6841 -0.0993
16 C -2.6848 1.3575 -0.7005
17 C -3.6505 2.6542 -0.2837
18 C -4.4939 2.4093 1.1108
19 C -3.5634 2.3588 2.4662
20 C -4.4530 2.1350 3.8643
21 C -3.9072 0.7365 4.5976
22 C -4.4815 -0.5117 3.7015
23 C -4.3075 -1.9936 4.3858
24 O -2.9173 -2.3888 4.6639
25 C -2.2551 -2.9719 3.4871
26 C -0.0445 -0.9197 -0.7988
27 C -1.3851 -1.7655 -0.3805
28 C -2.3742 -1.8810 -1.6822
29 C -2.8460 -3.4011 -2.0698
30 C -3.9195 -4.0845 -1.0364
31 O -5.1744 -3.6209 -0.9969
32 O -3.4286 -5.2447 -0.2195
33 C 1.2533 -1.8172 -1.3437
34 C 1.1642 -3.4854 -1.4103
35 C 1.6975 -4.1697 0.0196
36 C 1.0714 -3.8861 1.3543
37 C 2.6949 -1.1003 -1.7986
38 N 3.7710 -2.0387 -2.2704
39 C 4.9816 -1.2019 -2.5747
40 Cl 6.5032 -2.1472 -3.1798
41 H 9.4347 0.4287 2.0622
42 H 8.9790 2.7427 -2.0503
43 H 8.1348 3.9653 -0.8503
44 H 6.0991 2.0996 -0.6167
45 H 6.1253 3.3609 -2.1179
46 H 6.5921 1.6271 -3.8683
47 H 7.4632 0.4557 -2.5510
48 H 2.8190 3.3316 -0.7883
49 H 1.0571 3.5612 -0.1605
50 H 2.2753 4.3406 -2.9295
51 H 0.5794 3.2623 -4.5877
52 H 1.6788 1.9015 -3.8821
53 H -0.1820 2.1426 -3.2765
54 H -1.1562 1.5895 1.0902
55 H -1.0037 2.8442 -0.3074
56 H -2.6622 1.1805 -1.8785
57 H -3.1842 0.4266 -0.1452
58 H -4.4650 2.7665 -1.1489
59 H -3.0515 3.6780 -0.3000
60 H -5.2158 3.3514 1.2197
61 H -5.1930 1.4682 1.0985
62 H -2.7966 3.2480 2.5590
63 H -2.9039 1.3730 2.3753
64 H -4.2553 2.9981 4.6469
65 H -5.5927 2.0508 3.5828
66 H -2.7219 0.7526 4.4672
67 H -4.1597 0.6880 5.7396
68 H -5.5902 -0.2391 3.3996
69 H -3.8805 -0.5538 2.6711
70 H -4.7684 -2.7712 3.6071
71 H -4.9366 -2.0267 5.3759
72 H -1.1769 -2.4972 3.2996
73 H -2.8373 -2.8376 2.4760
74 H -2.0514 -4.1408 3.6002
75 H -1.1562 -2.8611 0.0217
76 H -1.9041 -1.2075 0.5340
77 H -1.8169 -1.4440 -2.6400
78 H -3.3699 -1.2369 -1.5508
79 H -1.9797 -4.1703 -2.2318
80 H -3.4064 -3.3170 -3.1207
81 H -2.4147 -5.1813 -0.1578
82 H 0.0658 -3.8670 -1.5429
83 H 1.8562 -3.9221 -2.2520
84 H 2.5902 -4.9510 -0.0029
85 H 0.8723 -4.7505 2.1444
86 H 0.7479 -2.7619 1.5548

SMILES string: C#CCCCc1nc2c(C[C@@H](C)F)c(CCCCCCCCCOC)c(CCCC(=O)O)c(CC=C)c2nc1Cl
charge: 0
calculated total energy: -2179.29979 Ha
spin multiplicity: 1

[2]
An isolated molecule of C3H4N2O3 at a distorted geometry, computed with ωB97M-V with the def2-TZVPD basis set.

CARTESIAN COORDINATES (ANGSTROEM)
1 C 0.2207 0.4088 1.3597
2 C -0.1539 0.1463 -0.1217
3 O -1.6069 0.0344 -0.3807
4 C 0.2605 1.0884 -1.1032
5 N 0.2997 1.8003 -2.0028
6 N 0.4802 -1.1621 -0.5090
7 O 1.6548 -1.3243 -0.2043
8 O -0.2044 -1.9333 -1.1016
9 H 0.3576 1.4495 1.6713
10 H 1.1298 -0.3479 1.4723
11 H -0.5498 0.2267 2.1521
12 H -1.8882 -0.3867 -1.2321

SMILES string: C[C@@](O)(C#N)[N+](=O)[O-]
ΔE to the lowest compared entry with this formula, charge and spin: 118.38 kcal/mol
charge: 0
calculated total energy: -451.79110 Ha
spin multiplicity: 1

[3]
C4H4OS2 as an isolated structure at a distorted geometry, computed with ωB97M-V with the def2-TZVPD basis set.

CARTESIAN COORDINATES (ANGSTROEM)
1 C 0.6781 0.2726 -0.0222
2 C -1.8163 -0.8791 0.3254
3 C -2.0440 0.5067 0.0098
4 C -1.2823 1.4919 0.0325
5 H -2.4198 -1.5298 -0.1651
6 H -1.9923 -1.2378 1.3549
7 H -3.1642 0.5691 -0.2721
8 H -1.5404 2.4243 -0.2366
9 O 0.1305 1.4787 -0.1364
10 S 2.2885 0.0674 0.1314
11 S -0.1098 -1.3429 -0.2353

ΔE to the lowest compared entry with this formula, charge and spin: 45.90 kcal/mol
charge: 0
calculated total energy: -1026.34141 Ha
spin multiplicity: 1

[4]
An isolated molecule of C5H7F at a distorted geometry, computed with ωB97M-V with the def2-TZVPD basis set.

CARTESIAN COORDINATES (ANGSTROEM)
1 C -1.8896 0.4144 0.8126
2 C -0.6582 0.2067 0.9987
3 C -0.1262 -0.8280 -0.0417
4 F 0.4006 -2.0017 0.6105
5 C 0.7244 -0.1731 -0.8057
6 C 2.1483 0.2376 -0.7588
7 H -2.2888 1.4551 1.0614
8 H -2.3086 0.2949 -0.2610
9 H -0.2466 0.4680 2.0749
10 H -1.2020 -1.1359 -0.4031
11 H 0.0538 0.3802 -1.7139
12 H 2.9453 -0.2845 -0.0084
13 H 2.4477 0.9662 -1.5656

SMILES string: C=CC(F)C=C
ΔE to the lowest compared entry with this formula, charge and spin: 109.92 kcal/mol
charge: 0
calculated total energy: -294.37840 Ha
spin multiplicity: 1

[5]
C25H33N3O2PSTl as an isolated structure, computed with ωB97M-V with the def2-TZVPD basis set.

CARTESIAN COORDINATES (ANGSTROEM)
1 Tl 0.1815 -0.0716 0.4059
2 C -0.1534 3.2728 0.0202
3 C 0.7462 2.5905 0.8022
4 C -0.0004 1.6929 1.6765
5 C -1.4470 1.9373 1.3804
6 C -1.4882 2.8999 0.3932
7 C -2.6978 3.5671 -0.1906
8 C -2.5372 1.5738 2.3419
9 C 0.4649 1.2615 3.0525
10 C 2.2352 2.7510 0.8436
11 C 0.1612 4.2763 -1.0397
12 H -2.6491 4.6493 -0.0624
13 H -3.6306 3.2826 0.3096
14 H -2.7872 3.4062 -1.2733
15 H -2.4065 2.1188 3.2808
16 H -2.5572 0.5141 2.6037
17 H -3.5256 1.8483 1.9718
18 H -0.1369 0.4482 3.4595
19 H 0.3942 2.0966 3.7542
20 H 1.5087 0.9441 3.0503
21 H 2.5278 3.5356 1.5444
22 H 2.6407 3.0232 -0.1305
23 H 2.7410 1.8375 1.1643
24 H -0.2209 5.2639 -0.7710
25 H -0.2914 4.0009 -1.9950
26 H 1.2324 4.3816 -1.1965
27 S 0.2152 -4.8338 0.8954
28 C -1.2046 -4.4568 1.8062
29 C -2.0930 -5.3293 2.4281
30 C -3.1796 -4.7843 3.0798
31 C -3.3763 -3.3976 3.1142
32 C -2.4908 -2.5378 2.5013
33 C -1.3839 -3.0714 1.8406
34 N -0.3987 -2.3554 1.1789
35 C 0.4819 -3.1523 0.6312
36 C 1.5935 -2.6714 -0.2194
37 C 2.5935 -3.5307 -0.6688
38 C 3.6230 -3.0426 -1.4595
39 C 3.6638 -1.6966 -1.7983
40 C 2.6688 -0.8354 -1.3449
41 C 1.6272 -1.3244 -0.5685
42 H -1.9426 -6.3995 2.4000
43 H -3.8883 -5.4351 3.5722
44 H -4.2329 -2.9982 3.6397
45 H -2.6411 -1.4659 2.5440
46 H 2.5867 -4.5795 -0.3977
47 H 4.4024 -3.7114 -1.7976
48 H 4.4797 -1.3151 -2.3979
49 H 2.7234 0.2179 -1.5971
50 N 0.1595 -0.0255 -4.4414
51 C -1.0805 -0.7199 -3.9409
52 P -1.4795 0.0656 -2.3071
53 O -0.4438 1.1400 -2.1768
54 O -1.6300 -0.9820 -1.2449
55 C -3.1949 0.7552 -2.4335
56 N -3.7736 0.6182 -1.0547
57 H 0.0354 0.3893 -5.3644
58 H 0.9533 -0.6644 -4.4953
59 H 0.3692 0.7206 -3.7318
60 H -0.8498 -1.7719 -3.7880
61 H -1.8646 -0.6417 -4.6901
62 H -3.8220 0.1673 -3.1016
63 H -3.2236 1.8019 -2.7265
64 H -3.3690 -0.2434 -0.6429
65 H -4.7924 0.5653 -1.0630
66 H -3.4902 1.4125 -0.4625

ΔE to the lowest compared entry with this formula, charge and spin: 11.92 kcal/mol
charge: +2
calculated total energy: -2198.74727 Ha
spin multiplicity: 1

What did the fourth record say?
An isolated molecule of C5H7F at a distorted geometry, computed with ωB97M-V with the def2-TZVPD basis set.

CARTESIAN COORDINATES (ANGSTROEM)
1 C -1.8896 0.4144 0.8126
2 C -0.6582 0.2067 0.9987
3 C -0.1262 -0.8280 -0.0417
4 F 0.4006 -2.0017 0.6105
5 C 0.7244 -0.1731 -0.8057
6 C 2.1483 0.2376 -0.7588
7 H -2.2888 1.4551 1.0614
8 H -2.3086 0.2949 -0.2610
9 H -0.2466 0.4680 2.0749
10 H -1.2020 -1.1359 -0.4031
11 H 0.0538 0.3802 -1.7139
12 H 2.9453 -0.2845 -0.0084
13 H 2.4477 0.9662 -1.5656

SMILES string: C=CC(F)C=C
ΔE to the lowest compared entry with this formula, charge and spin: 109.92 kcal/mol
charge: 0
calculated total energy: -294.37840 Ha
spin multiplicity: 1